(1)
# C27H47BIN9O2Pt

C27H47BIN9O2Pt as an isolated structure in a non-equilibrium geometry (wB97M-V/def2-TZVPD, the Open Molecules 2025 dataset).

Structure (XYZ):
```
88
Properties=species:S:1:pos:R:3:forces:R:3:mulliken_charge:R:1
Pt -0.434649 0.320956 -0.549592 0.60 -0.73 1.12 2.677
C 2.947551 1.663707 -0.755008 -0.15 0.04 -0.06 -1.068
C 2.241134 1.863271 0.530185 -0.13 -0.13 0.26 0.275
C 2.661006 2.527274 1.681816 -0.51 -0.12 0.19 -1.848
C 1.623098 2.395183 2.597537 0.59 0.08 -0.53 1.014
C 1.582341 2.915298 3.981543 -0.20 -0.07 0.19 -1.377
N 0.645153 1.680778 2.004162 -0.14 0.49 0.74 0.764
N 1.028349 1.360651 0.762064 -0.54 -0.65 -1.18 0.406
B -0.687685 1.180839 2.578471 1.17 -0.71 -0.34 -1.387
N -1.852748 1.743874 1.738497 -1.06 1.12 1.41 1.128
N -2.140623 1.230808 0.533897 0.20 0.67 -1.21 -0.320
C -3.285561 1.735696 0.086772 -0.85 -0.16 0.05 -0.265
C -3.889431 1.268013 -1.183963 0.05 -0.05 -0.11 -1.073
C -3.756081 2.634853 1.046659 -1.07 -0.50 -2.04 -1.006
C -2.817215 2.618244 2.079083 2.21 -0.54 1.62 0.970
C -2.842149 3.389267 3.338110 -0.17 0.04 -0.30 -1.336
N -0.742457 -0.357237 2.427476 -0.07 0.16 0.80 1.176
N -0.959527 -0.941687 1.236490 0.06 0.20 -1.33 -0.539
C -1.289050 -2.214949 1.420969 -0.01 0.06 0.24 0.386
C -1.728463 -3.075609 0.296544 0.04 0.11 -0.07 -1.183
C -1.241988 -2.480850 2.791245 0.11 0.40 -0.08 -1.379
C -0.893398 -1.280854 3.399556 -0.12 -0.53 -0.20 0.744
C -0.705260 -0.994334 4.840392 -0.05 0.18 0.09 -1.523
H 4.013976 1.536638 -0.589856 0.04 -0.07 -0.02 0.459
H 2.543908 0.788364 -1.258176 0.11 -0.07 -0.10 -0.110
H 2.813779 2.535431 -1.392714 0.00 0.06 -0.14 0.301
H 3.593292 3.031778 1.835599 0.18 0.09 0.04 0.561
H 2.501404 3.457479 4.179918 0.00 0.05 0.07 0.402
H 0.738718 3.586643 4.129786 -0.02 0.09 0.07 0.236
H 1.495410 2.106881 4.704479 0.01 -0.03 0.11 0.263
H -0.798215 1.491869 3.702719 -0.12 0.21 0.39 -0.050
H -3.208511 0.561524 -1.662312 -0.14 0.05 -0.04 0.088
H -4.835776 0.763772 -0.990903 0.00 -0.04 0.01 0.383
H -4.094164 2.096958 -1.857948 0.06 0.07 -0.05 0.231
H -4.661075 3.204583 1.006476 -0.19 0.19 0.04 0.757
H -3.676909 4.083826 3.328469 -0.02 0.04 0.02 0.444
H -2.957865 2.718908 4.188149 0.07 -0.12 0.12 0.330
H -1.916983 3.945255 3.473543 0.14 -0.01 0.05 0.253
H -1.630209 -2.516621 -0.634210 0.01 -0.17 -0.06 -0.061
H -1.148245 -3.992633 0.242156 0.09 -0.06 -0.09 0.293
H -2.772733 -3.351869 0.434016 -0.05 -0.03 -0.01 0.467
H -1.460465 -3.413780 3.267565 0.00 -0.20 0.18 0.600
H -0.726478 -1.917788 5.412373 0.01 -0.01 0.00 0.452
H 0.241545 -0.488998 5.017935 0.08 0.00 0.06 0.265
H -1.500041 -0.346369 5.204846 -0.05 0.04 0.14 0.279
C 0.097088 0.407689 -5.162436 -0.18 -0.14 0.36 -1.769
C 0.360354 -0.290225 -3.807594 0.28 -0.32 0.04 1.352
C 1.860506 -0.484056 -3.622906 -0.22 -0.16 0.16 -1.205
C -0.256986 0.549375 -2.723923 -0.06 0.14 -0.86 -1.527
H 0.553959 -0.171534 -5.961469 0.02 -0.04 -0.04 0.440
H 0.538831 1.400570 -5.176894 0.08 0.19 -0.02 0.390
H -0.968969 0.482000 -5.362958 -0.13 0.07 -0.10 0.428
H -0.133947 -1.263648 -3.860712 -0.01 0.00 0.10 0.031
H 2.376558 0.471685 -3.667378 0.10 0.18 -0.04 0.399
H 2.257266 -1.118646 -4.408928 0.09 -0.05 -0.13 0.493
H 2.059196 -0.953232 -2.664003 0.11 -0.03 0.01 -0.114
H 0.302824 1.486559 -2.620186 -0.06 0.01 0.31 0.417
H -1.322748 0.714651 -2.925119 0.00 0.01 0.22 0.869
N -1.374635 3.719079 -3.169798 0.08 -0.19 -0.44 -0.174
C -1.261271 3.883378 -1.845185 -0.35 0.60 -0.17 0.597
O -0.801820 3.044206 -1.087973 0.08 -0.14 0.37 -0.309
C -1.766778 5.214702 -1.330915 -0.20 -0.06 0.05 -1.434
I -3.926641 5.271113 -1.451423 0.39 0.06 0.09 0.110
H -1.087693 2.858139 -3.610669 0.02 0.12 0.08 0.138
H -1.752504 4.439461 -3.763171 -0.01 -0.01 0.06 0.226
H -1.398687 6.046362 -1.926309 -0.07 0.03 0.03 0.644
H -1.500304 5.338704 -0.286607 0.00 0.00 -0.07 0.360
C 2.510870 -1.981334 1.440726 0.03 0.29 0.11 -0.917
N 2.194438 -3.087005 0.575114 -0.20 0.27 -0.32 0.426
C 2.739773 -4.382131 0.922901 0.07 -0.43 -0.08 -0.668
C 3.116404 -5.134251 -0.344814 -0.26 0.06 0.10 -0.769
C 1.868343 -5.242675 -1.205099 0.30 -0.43 0.26 -0.627
N 1.231583 -3.953646 -1.353183 -0.02 0.49 0.20 0.459
C 0.386279 -3.810091 -2.508329 -0.08 0.19 -0.22 -0.927
C 1.468257 -2.876306 -0.553519 0.44 -0.93 0.20 -0.389
O 1.035117 -1.757107 -0.859241 -0.42 0.92 -0.24 -0.701
H 3.589828 -1.813602 1.456579 0.03 0.06 0.04 0.467
H 2.181480 -2.195464 2.460145 -0.04 0.05 0.02 0.382
H 2.013513 -1.086088 1.070436 0.06 -0.07 0.15 -0.051
H 1.998758 -4.954965 1.496227 0.13 -0.01 0.02 0.263
H 3.613905 -4.232266 1.560196 -0.09 0.04 -0.04 0.424
H 3.491274 -6.126278 -0.102136 0.01 -0.02 -0.02 0.390
H 3.899814 -4.590048 -0.876925 -0.01 -0.01 0.01 0.297
H 1.158296 -5.945818 -0.749652 0.09 -0.04 -0.09 0.315
H 2.117830 -5.617528 -2.201107 -0.03 0.01 0.06 0.377
H 0.987325 -3.727047 -3.416709 -0.04 0.00 -0.11 0.368
H -0.217162 -2.912435 -2.403104 -0.02 -0.12 -0.06 -0.043
H -0.256234 -4.685290 -2.596763 -0.08 -0.01 -0.02 0.486
```
Positions in Å, forces in eV/Å.

Charge ... +2
LUMO level (spin up / spin down) ... -4.84 / -9.70 eV
Multiplicity ... 5
Energy relative to the best compared isomer or geometry (same formula, charge and spin) ... 1.263 eV

***

(2)
# C27H47FN3O18S

A 6-piece molecular cluster, C27H47FN3O18S overall in a non-equilibrium geometry (wB97M-V/def2-TZVPD, the Open Molecules 2025 dataset).

Structure (XYZ):
```
97
Properties=species:S:1:pos:R:3:forces:R:3:mulliken_charge:R:1
C -0.306360 -0.654109 -0.079975 0.54 -0.16 0.74 0.382
C -0.417818 0.530004 -0.199394 -0.13 0.12 -0.49 -1.364
C -0.575543 1.974514 -0.360602 0.47 -0.29 -0.72 -0.137
C 0.357097 2.652455 0.646320 -1.44 -1.18 1.88 -1.971
N 1.789429 2.597942 0.356036 -0.87 0.86 -0.34 0.299
C 2.346563 3.754569 0.355560 0.67 -0.50 -0.20 -0.509
C 3.812043 3.862220 0.125893 0.06 0.12 0.46 -1.076
C 4.540192 3.272876 1.357532 0.28 -0.23 -0.07 0.068
O 5.231252 2.303064 1.272980 -0.19 0.07 -0.04 -0.409
C 1.304672 4.818051 0.586289 0.82 -0.55 1.17 0.119
S 2.004121 6.259922 1.395493 -0.19 1.55 -1.58 1.342
O 0.974710 7.142074 1.797126 -0.12 -0.51 0.54 -0.595
O 3.032400 6.752758 0.545678 0.15 -0.42 0.31 -0.627
F 2.687531 5.644911 2.645201 0.09 -0.29 0.28 -0.183
C 0.076032 4.066634 1.271045 1.50 0.31 -2.15 1.754
C -1.181458 4.801413 0.777232 -1.01 0.57 0.49 -0.978
N -1.749359 5.671954 1.806531 0.21 -0.68 0.16 -0.427
C 0.259888 3.931416 2.782963 -0.45 1.04 0.23 -1.195
C -0.979467 3.468530 3.531752 -0.14 -0.49 -0.08 -0.217
N -1.867687 2.662772 3.135368 0.33 0.08 -0.06 -0.674
H -0.072339 -1.639777 0.258119 -0.21 -0.19 -0.40 0.631
H -1.619859 2.213463 -0.174420 0.03 0.31 0.13 0.278
H -0.354590 2.235135 -1.397807 -0.08 0.21 -0.04 0.443
H 0.277687 1.977312 1.501298 -0.07 -0.06 0.06 0.515
H 2.245184 1.703317 0.196398 0.17 0.04 -0.10 0.441
H 4.097715 3.280036 -0.745768 0.04 -0.08 -0.07 0.415
H 4.139950 4.892911 0.026806 -0.13 0.10 -0.16 0.355
H 4.395700 3.803302 2.311731 0.00 0.08 0.01 0.389
H 1.129917 5.190951 -0.426986 -0.49 0.25 0.05 0.762
H -0.968520 5.408226 -0.106833 0.39 -0.31 -0.27 0.515
H -1.976263 4.122786 0.467712 0.08 -0.25 0.13 0.209
H -2.384853 6.338371 1.395514 -0.07 0.12 0.15 0.192
H -1.036867 6.132759 2.349732 -0.08 0.45 -0.21 0.258
H 0.515615 4.912041 3.186241 -0.11 -0.03 0.16 0.710
H 1.109899 3.298170 3.042034 0.07 -0.16 -0.10 0.507
H -1.080520 3.859459 4.540811 0.04 0.07 0.07 0.447
H -1.674947 2.342527 2.184793 -0.22 -0.09 0.00 0.338
C -0.909866 -3.053328 -4.011383 -0.08 -0.30 0.15 -0.706
O -0.510255 -2.254781 -5.131839 0.02 -0.05 0.00 -0.325
C -0.540829 -0.945363 -4.918056 -0.02 -0.14 -0.09 0.827
O -0.865638 -0.404791 -3.891211 0.05 0.17 0.09 -0.551
O -0.150323 -0.333413 -6.035247 0.03 0.02 -0.02 -0.318
C -0.138220 1.090773 -5.961233 0.00 0.17 -0.10 -0.613
H -0.842005 -4.091660 -4.323146 0.04 0.05 -0.15 0.215
H -0.248242 -2.891091 -3.162299 -0.03 0.12 0.00 0.365
H -1.939074 -2.836582 -3.732638 0.03 0.10 0.04 0.324
H 0.557122 1.429509 -5.194249 -0.06 -0.01 0.06 0.254
H -1.136894 1.474581 -5.760879 0.01 -0.01 0.09 0.295
H 0.195744 1.447483 -6.930726 0.01 -0.12 -0.04 0.218
C 2.574874 -6.056358 1.768562 -0.12 -0.17 0.25 -0.633
O 3.582671 -5.582740 0.867478 0.03 -0.02 0.04 -0.307
C 3.172070 -4.650191 0.019452 0.08 -0.14 0.01 0.797
O 2.059832 -4.190663 -0.047150 -0.09 0.17 -0.01 -0.543
O 4.202294 -4.307248 -0.754010 0.04 0.04 -0.01 -0.310
C 3.902723 -3.313434 -1.731791 0.07 0.09 -0.16 -0.553
H 3.040789 -6.805603 2.401012 0.16 0.03 -0.08 0.197
H 2.209344 -5.245687 2.395484 -0.05 0.04 -0.08 0.302
H 1.750857 -6.510442 1.222487 -0.02 0.10 -0.05 0.326
H 3.582498 -2.388149 -1.253934 -0.09 -0.03 0.01 0.212
H 3.135121 -3.666388 -2.417971 -0.07 0.03 0.06 0.272
H 4.821722 -3.134996 -2.282064 0.06 -0.09 0.07 0.239
C -4.662133 8.819832 0.749058 0.16 0.16 0.00 -0.714
O -5.264288 7.528377 0.851362 0.19 -0.03 -0.06 -0.267
C -6.528613 7.552692 1.289994 -0.03 -0.12 0.00 0.748
O -7.145171 8.538135 1.585998 -0.02 0.09 0.01 -0.526
O -6.972094 6.300307 1.337780 0.04 -0.04 -0.02 -0.302
C -8.323830 6.173901 1.793953 -0.20 -0.13 0.06 -0.636
H -3.647340 8.667846 0.388505 -0.03 -0.15 -0.03 0.178
H -5.198715 9.446351 0.039889 -0.08 0.02 0.07 0.358
H -4.622554 9.304644 1.722658 -0.12 0.04 -0.01 0.345
H -9.003967 6.697588 1.125817 0.03 0.09 0.04 0.300
H -8.423266 6.556180 2.807485 0.00 0.10 -0.03 0.299
H -8.553945 5.112992 1.784208 0.13 -0.02 -0.04 0.216
C -1.974536 -4.886967 -7.285186 0.19 0.20 -0.10 -0.472
O -3.120049 -5.729000 -7.407062 0.01 -0.01 -0.03 -0.320
C -3.353288 -6.475143 -6.328811 -0.08 -0.01 -0.07 0.805
O -2.698572 -6.472178 -5.317625 0.04 0.03 0.08 -0.550
O -4.431457 -7.216946 -6.559517 -0.02 -0.01 -0.02 -0.328
C -4.801924 -8.074589 -5.477001 -0.13 -0.16 0.09 -0.625
H -1.886598 -4.329461 -8.212747 -0.16 -0.07 -0.06 0.249
H -2.101052 -4.189476 -6.459890 0.04 -0.04 0.04 0.143
H -1.073227 -5.480625 -7.142464 -0.02 -0.01 0.11 0.296
H -5.039034 -7.491654 -4.589266 0.10 0.01 0.02 0.294
H -4.006141 -8.784049 -5.259759 0.05 0.07 0.05 0.293
H -5.686786 -8.613834 -5.800805 0.01 0.06 -0.12 0.222
C 5.956626 -5.588908 4.717478 0.09 0.13 -0.23 -0.608
O 6.037930 -6.163953 6.020116 0.02 0.02 0.01 -0.310
C 4.918356 -6.773591 6.409680 0.07 -0.02 0.06 0.805
O 3.904951 -6.858990 5.764998 -0.07 0.01 -0.05 -0.548
O 5.115160 -7.267447 7.627217 0.02 0.00 0.03 -0.319
C 3.988045 -7.956561 8.175319 -0.09 -0.12 0.17 -0.622
H 6.917545 -5.126057 4.513209 0.06 -0.06 0.16 0.256
H 5.764232 -6.357225 3.970878 -0.10 0.02 0.00 0.267
H 5.179173 -4.827260 4.682488 -0.08 -0.08 -0.02 0.272
H 3.723919 -8.812252 7.557478 -0.05 0.06 -0.07 0.296
H 3.137325 -7.285016 8.271678 -0.02 -0.01 -0.10 0.291
H 4.287854 -8.302058 9.159834 0.12 0.05 -0.02 0.221
```
Positions in Å, forces in eV/Å.

Charge ... +1
LUMO level ... -4.87 eV

***

| no. | energy (a.u.) |
| --- | --- |
| 1 | -2141.645932 |
| 2 | -3073.298956 |